{
  "formula": "C9H10BrN",
  "method": "ωB97M-V with the def2-TZVPD basis set",
  "homo_lumo_gap_ev": 8.20,
  "max_force_ev_per_a": 5.42,
  "elements": ["Br", "N", "C", "C", "C", "C", "C", "C", "C", "C", "C", "H", "H", "H", "H", "H", "H", "H", "H", "H", "H"],
  "coordinates": [[-3.389, -0.294, 0.522], [-0.725, 0.920, -0.414], [-2.027, -0.327, -0.974], [-1.131, -1.599, -0.930], [0.169, -1.187, -0.225], [-1.265, 2.196, 0.083], [1.252, -2.022, 0.095], [0.323, 0.179, 0.036], [2.534, -0.105, 0.862], [1.490, 0.729, 0.556], [2.366, -1.473, 0.680], [-1.022, -2.002, -1.984], [-1.975, 2.167, 0.929], [-1.664, 2.846, -0.680], [-2.432, 0.017, -1.891], [1.478, 1.772, 0.903], [-0.568, 2.859, 0.631], [1.300, -3.067, -0.290], [3.378, 0.340, 1.477], [-1.545, -2.401, -0.178], [3.165, -2.160, 0.872]]
}

***

{
  "formula": "C9H10Cl3F",
  "method": "ωB97M-V with the def2-TZVPD basis set",
  "smiles": "F[C@]1(C(Cl)=C(Cl)Cl)[C@@H]2CCCC[C@@H]21",
  "homo_lumo_gap_ev": 10.15,
  "max_force_ev_per_a": 4.93,
  "elements": ["Cl", "Cl", "Cl", "F", "C", "C", "C", "C", "C", "C", "C", "C", "C", "H", "H", "H", "H", "H", "H", "H", "H", "H", "H"],
  "coordinates": [[6.341, -0.391, -0.333], [4.373, 2.287, 0.064], [3.933, -2.003, 0.007], [2.117, -0.118, 1.746], [-0.790, -0.934, 0.008], [4.659, -0.402, -0.074], [-0.763, 0.201, 1.007], [-0.092, 1.439, 0.406], [1.165, 1.068, -0.284], [3.908, 0.667, 0.046], [2.282, 0.316, 0.417], [1.533, -0.333, -0.735], [0.650, -1.480, -0.481], [-0.145, 2.255, 1.231], [-0.321, -0.091, 2.024], [-0.603, 2.023, -0.448], [1.646, 1.838, -0.912], [-1.380, -1.809, 0.500], [2.077, -0.343, -1.587], [1.165, -2.078, 0.340], [-1.358, -0.806, -0.940], [-1.872, 0.392, 1.077], [0.671, -2.102, -1.406]]
}

***

{
  "formula": "C9H10Cl3NO2Pt",
  "method": "ωB97M-V with the def2-TZVPD basis set",
  "spin_multiplicity": 3,
  "homo_lumo_gap_ev": [3.45, 2.83],
  "s_squared": 2.022,
  "total_charge": -2,
  "max_force_ev_per_a": 3.52,
  "elements": ["Pt", "Cl", "Cl", "Cl", "O", "O", "N", "C", "C", "C", "C", "C", "C", "C", "C", "C", "H", "H", "H", "H", "H", "H", "H", "H", "H", "H"],
  "coordinates": [[-0.070, 0.864, -0.127], [-1.333, -4.182, 2.278], [-3.132, -1.950, 2.630], [-2.850, -3.225, -0.008], [0.265, -2.196, 0.930], [-1.339, -0.560, 0.812], [1.390, -0.075, 2.816], [2.518, 0.903, 0.343], [-1.359, 0.846, -1.808], [-0.869, -1.744, 1.037], [2.130, 1.901, -0.600], [1.376, -0.174, -1.377], [-2.028, -2.764, 1.506], [1.464, 1.256, -1.704], [1.998, -0.356, -0.077], [-1.677, 1.747, -0.695], [1.111, 1.718, -2.619], [0.909, -0.947, -1.984], [0.834, 0.653, 3.295], [-1.924, -0.070, -1.931], [2.157, -1.315, 0.401], [-1.536, 2.804, -0.911], [2.360, 2.964, -0.554], [-0.919, 1.287, -2.710], [3.133, 1.053, 1.218], [-2.611, 1.561, -0.157]]
}

***

{
  "formula": "C9H10ClN2OP",
  "method": "ωB97M-V with the def2-TZVPD basis set",
  "homo_lumo_gap_ev": 7.25,
  "max_force_ev_per_a": 6.72,
  "elements": ["Cl", "P", "O", "N", "N", "C", "C", "C", "C", "C", "C", "C", "C", "C", "H", "H", "H", "H", "H", "H", "H", "H", "H", "H"],
  "coordinates": [[-3.413, 3.593, -4.440], [0.166, -1.426, 0.695], [-1.025, -1.894, 1.376], [0.688, 2.049, -0.189], [0.357, 3.137, -0.969], [-2.820, 1.569, -2.843], [0.333, -2.163, -1.084], [-2.501, 2.944, -3.130], [-1.385, 3.577, -2.616], [-1.015, 1.427, -1.376], [-0.699, 2.826, -1.659], [1.772, -1.455, 1.608], [-0.190, 1.061, -0.417], [-2.086, 0.737, -2.040], [1.685, -0.906, 2.596], [-0.510, -2.889, -1.149], [1.267, -2.493, -1.322], [-3.632, 1.114, -3.281], [-1.196, 4.664, -2.784], [2.486, -1.145, 0.894], [-2.212, -0.331, -1.923], [0.187, -1.276, -1.663], [1.479, 2.219, 0.456], [2.015, -2.508, 2.009]]
}

***

{
  "formula": "C9H10F2N3O",
  "method": "ωB97M-V with the def2-TZVPD basis set",
  "spin_multiplicity": 3,
  "homo_lumo_gap_ev": [6.27, 7.21],
  "s_squared": 2.009,
  "total_charge": 1,
  "max_force_ev_per_a": 4.35,
  "elements": ["F", "F", "O", "N", "N", "N", "C", "C", "C", "C", "C", "C", "C", "C", "C", "H", "H", "H", "H", "H", "H", "H", "H", "H", "H"],
  "coordinates": [[3.115, -2.083, -0.304], [4.843, -0.862, -1.127], [2.830, 1.712, -0.168], [1.561, 1.571, -0.646], [-4.493, -0.778, -0.425], [1.742, 0.190, 0.996], [-2.647, 0.483, -1.236], [0.861, 0.724, 0.090], [-3.222, -0.447, -0.309], [-2.370, -0.965, 0.725], [-1.045, -0.510, 0.831], [3.061, 0.715, 0.824], [4.181, -1.259, -0.030], [-1.284, 0.899, -1.136], [-0.537, 0.383, -0.093], [-0.808, 1.490, -1.826], [1.246, 2.490, -0.968], [4.797, -1.709, 0.680], [-4.870, -1.158, 0.458], [-0.449, -0.872, 1.636], [1.416, -0.590, 1.480], [3.580, 1.054, 1.727], [-3.445, 1.015, -1.857], [-5.140, -0.161, -0.921], [-2.926, -1.330, 1.598]]
}

***

{
  "formula": "C9H10IN",
  "method": "ωB97M-V with the def2-TZVPD basis set",
  "homo_lumo_gap_ev": 9.26,
  "max_force_ev_per_a": 3.61,
  "elements": ["I", "N", "C", "C", "C", "C", "C", "C", "C", "C", "C", "H", "H", "H", "H", "H", "H", "H", "H", "H", "H"],
  "coordinates": [[3.447, 0.329, -0.452], [1.721, 1.325, -0.481], [-1.387, -1.469, 0.803], [0.344, -1.743, -1.365], [-0.148, 3.365, 0.183], [0.430, -2.618, -0.348], [-0.411, -2.474, 0.782], [-0.062, 2.180, 0.782], [-1.540, -0.648, -0.248], [-0.703, -0.804, -1.343], [1.065, 1.285, 0.610], [0.704, 3.753, -0.428], [1.378, -3.157, -0.287], [1.075, -1.735, -2.168], [-0.808, 4.158, 0.163], [-0.168, -2.906, 1.748], [-0.920, -0.079, -2.220], [-2.266, 0.177, -0.159], [-2.086, -1.444, 1.638], [1.296, 0.721, 1.580], [-0.961, 1.785, 1.211]]
}

***

What is the formula in the second record?
C9H10Cl3F

***

Copy entry 6 word for word.
{
  "formula": "C9H10IN",
  "method": "ωB97M-V with the def2-TZVPD basis set",
  "homo_lumo_gap_ev": 9.26,
  "max_force_ev_per_a": 3.61,
  "elements": ["I", "N", "C", "C", "C", "C", "C", "C", "C", "C", "C", "H", "H", "H", "H", "H", "H", "H", "H", "H", "H"],
  "coordinates": [[3.447, 0.329, -0.452], [1.721, 1.325, -0.481], [-1.387, -1.469, 0.803], [0.344, -1.743, -1.365], [-0.148, 3.365, 0.183], [0.430, -2.618, -0.348], [-0.411, -2.474, 0.782], [-0.062, 2.180, 0.782], [-1.540, -0.648, -0.248], [-0.703, -0.804, -1.343], [1.065, 1.285, 0.610], [0.704, 3.753, -0.428], [1.378, -3.157, -0.287], [1.075, -1.735, -2.168], [-0.808, 4.158, 0.163], [-0.168, -2.906, 1.748], [-0.920, -0.079, -2.220], [-2.266, 0.177, -0.159], [-2.086, -1.444, 1.638], [1.296, 0.721, 1.580], [-0.961, 1.785, 1.211]]
}